No. 1
ORCA calculation (the ωB97M-V functional and the def2-TZVPD basis) on CN2O2 as an isolated structure at a distorted geometry.

```
5
Properties=species:S:1:pos:R:3:forces:R:3
C -0.334 0.309 -0.315 -0.5 0.5 0.0
O -0.524 -0.641 0.726 -0.8 -0.1 0.5
N 0.851 -0.782 0.713 0.9 2.9 -4.0
N 1.076 0.041 -0.323 0.3 -2.8 3.5
O -1.069 1.073 -0.801 0.1 -0.4 0.0
```
Positions in Å, forces in eV/Å.

HOMO-LUMO gap = 10.26 eV
total energy = -297.982511 a.u.
HOMO level = -12.2025 eV
relative energy (zero: lowest compared OMol25 entry of this formula, charge and spin) = 508.1 kJ/mol
charge = 0
multiplicity = 1

Formally, the Mulliken partial charges of the atoms, in units of the elementary charge, are as follows: 0.61 -0.15 0.11 -0.23 -0.33

No. 2
ORCA calculation (the ωB97M-V functional and the def2-TZVPD basis) on a 2-piece molecular cluster, C25H22N2O2 overall at a distorted geometry.

```
51
Properties=species:S:1:pos:R:3:forces:R:3
H -2.829 -1.839 2.696 -0.1 -0.3 -0.1
H -1.369 -0.319 8.219 0.1 0.2 -0.1
H -10.237 1.043 5.705 -0.1 0.1 -0.1
H -5.526 0.864 5.948 0.1 0.3 -0.1
C -1.925 -4.074 7.632 -0.1 0.1 0.0
C -3.410 0.140 2.677 -3.5 3.8 0.0
H -12.029 -1.005 6.209 0.0 0.1 0.0
C -9.042 -1.753 7.157 0.0 0.0 -0.1
H -7.016 -2.321 7.268 0.2 -0.2 0.2
C -3.546 -0.798 6.808 -0.2 -0.3 -0.1
C 1.627 -0.023 2.648 0.3 0.0 0.0
O 3.845 -0.681 2.638 -0.8 0.8 0.0
C -0.628 0.760 2.645 0.3 0.0 0.0
O 3.411 1.450 2.630 -0.4 -1.1 0.0
C -2.490 -0.819 2.682 1.8 -2.3 0.3
H -3.663 -3.530 6.556 -0.2 -0.1 -0.2
H 1.919 -2.124 2.687 0.0 -0.1 0.0
H -0.492 -2.638 2.703 -0.1 -0.2 0.0
H -2.085 -5.127 7.477 0.0 -0.2 -0.1
H -11.563 -1.878 7.670 0.0 0.1 -0.1
C -8.177 0.501 5.810 0.1 0.0 0.1
C 0.168 -4.626 8.887 0.2 -0.4 0.1
C -2.822 -3.168 7.119 0.0 0.3 0.0
H -1.337 1.572 2.635 -0.1 0.1 0.0
H 0.234 -4.562 9.972 0.1 0.0 0.1
H -5.164 -2.107 6.578 -0.1 -0.2 0.1
H -3.230 0.231 6.823 0.2 0.3 -0.1
C -11.403 -0.961 7.101 -0.4 -0.2 0.1
H -0.102 -5.650 8.631 0.0 0.0 0.0
H -11.739 -0.126 7.718 -0.1 0.0 -0.1
H 1.158 -4.431 8.476 0.1 0.0 0.0
C -0.629 -2.287 8.552 0.0 0.0 0.1
H 0.211 -1.955 9.138 0.2 0.1 0.1
N -4.207 1.018 2.671 1.2 -1.6 0.2
C -4.856 -1.082 6.487 -0.1 0.1 -0.2
C -9.519 0.315 6.049 0.0 -0.1 0.0
C -9.968 -0.801 6.750 0.0 0.1 0.0
C -2.629 -1.784 7.294 0.2 -0.2 0.1
C -5.825 -0.147 6.170 0.3 -0.3 0.3
H 1.085 2.031 2.614 0.0 0.1 0.0
C 1.183 -1.336 2.674 0.4 -0.3 0.0
H -9.385 -2.624 7.689 0.0 -0.2 0.1
C -1.104 -0.566 2.670 -0.3 0.1 0.0
H -7.843 1.368 5.266 0.1 0.2 -0.1
C -7.226 -0.426 6.265 -0.3 -0.1 -0.1
C -0.159 -1.613 2.684 0.1 0.2 0.0
C 0.714 1.019 2.634 0.1 0.5 0.0
C -0.815 -3.650 8.353 0.0 0.1 -0.1
C -7.704 -1.579 6.913 0.2 0.1 -0.1
C -1.508 -1.371 8.030 -0.2 0.1 -0.2
N 3.049 0.266 2.637 0.8 0.2 0.0
```
Positions in Å, forces in eV/Å.

HOMO-LUMO gap = 2.83 eV
total energy = -1225.631072 a.u.
HOMO level = -5.8812 eV
relative energy (zero: lowest compared OMol25 entry of this formula, charge and spin) = 764.7 kJ/mol
charge = 0
multiplicity = 1

These are the Mulliken partial charges, in e, on atoms 1 to 6: 0.40 0.39 0.41 0.38 -0.88 0.25

No. 3
ORCA calculation (the ωB97M-V functional and the def2-TZVPD basis) on the molecule C6H9N.

```
16
Properties=species:S:1:pos:R:3:forces:R:3
H -2.859 -0.366 -0.859 0.1 0.0 0.1
C 1.107 -0.860 -0.941 0.1 0.2 0.3
C -0.350 -1.078 -0.859 0.0 -0.1 -0.1
H -0.544 -2.158 -0.877 0.1 0.1 0.0
C -2.418 -0.176 0.121 -0.3 0.0 0.0
H 3.402 0.532 1.220 -0.1 0.0 -0.1
H -1.130 1.402 -0.728 0.0 -0.1 0.1
H -1.264 1.481 1.101 0.0 -0.1 -0.1
H 2.683 1.732 -0.001 0.0 -0.2 0.0
C -1.381 0.884 0.200 0.0 0.3 0.0
H -3.077 -0.373 0.963 0.1 0.0 -0.1
C 2.695 0.727 0.420 0.0 0.1 0.1
C 1.902 -0.283 -0.088 -0.3 0.0 -0.2
N -1.021 -0.515 0.311 0.1 -0.1 0.0
H -0.779 -0.691 -1.806 0.0 0.0 0.1
H 3.010 -0.687 -0.120 0.1 -0.1 0.0
```
Positions in Å, forces in eV/Å.

HOMO-LUMO gap = 8.15 eV
total energy = -288.531412 a.u.
HOMO level = -7.8385 eV
relative energy (zero: lowest compared OMol25 entry of this formula, charge and spin) = 658.0 kJ/mol
charge = 0
multiplicity = 1

These are the Mulliken partial charges, in e, on atoms 1 to 6: 0.23 -0.45 -0.27 0.37 -0.37 0.28

No. 4
ORCA calculation (the ωB97M-V functional and the def2-TZVPD basis) on a 2-piece molecular cluster, CH5NO2 overall at a distorted geometry.

```
9
Properties=species:S:1:pos:R:3:forces:R:3
N 1.797 -0.280 0.211 1.2 -0.3 -0.9
H 1.027 -0.922 0.204 -0.8 0.0 0.3
O 1.240 1.032 0.391 1.2 0.5 -0.6
H 2.126 -0.311 -0.773 -0.3 0.1 0.6
H -2.770 0.519 0.228 -1.2 0.5 -0.5
H 2.075 1.547 0.270 -1.2 -0.2 0.5
C -2.107 -0.260 -0.108 -0.1 -0.2 -0.3
O -1.157 -0.427 0.577 1.7 -0.7 1.1
H -2.230 -0.896 -0.999 -0.6 0.3 -0.2
```
Positions in Å, forces in eV/Å.

HOMO-LUMO gap = 9.86 eV
total energy = -246.224867 a.u.
HOMO level = -8.9053 eV
relative energy (zero: lowest compared OMol25 entry of this formula, charge and spin) = 346.6 kJ/mol
charge = 0
multiplicity = 1
structure (SMILES) = C=O.NO

These are the Mulliken partial charges, in e, on atoms 1 to 6: -0.47 0.29 -0.36 0.24 0.26 0.32

No. 5
ORCA calculation (the ωB97M-V functional and the def2-TZVPD basis) on C76H69AuN4P3S3 as an isolated structure at a distorted geometry.

```
156
Properties=species:S:1:pos:R:3:forces:R:3
H -1.628 -3.880 -3.607 0.0 0.0 0.0
C 4.919 0.115 3.427 0.0 0.0 0.0
H 3.006 0.982 3.849 0.0 0.0 0.0
H -3.953 1.403 6.859 0.0 0.0 0.0
H -5.603 1.825 5.069 0.0 0.0 0.0
H -1.551 1.190 6.321 0.0 0.0 0.0
H -0.342 -3.580 0.474 0.0 0.0 0.0
C 3.711 4.186 2.872 0.1 0.0 0.0
H -2.960 -3.559 0.384 -0.1 0.0 0.0
H 3.532 -3.952 -2.896 0.0 0.0 0.0
C -4.574 -0.996 -3.406 0.0 -0.1 0.0
C -0.064 -1.624 -3.381 0.7 0.3 0.5
H 1.636 2.325 -2.662 0.0 0.0 0.0
C -6.181 -1.523 -0.328 0.0 0.0 0.0
C -0.712 -5.568 -0.248 0.0 0.0 0.0
H -4.859 2.007 2.718 0.0 0.0 0.1
H -3.439 2.177 -3.027 0.0 -0.1 0.0
N -1.112 -1.327 -0.060 1.1 -0.2 -0.9
N 0.536 1.445 -0.524 -0.1 0.1 0.3
C 1.605 3.079 1.495 0.0 -0.1 0.1
H -0.862 -1.755 -4.112 -0.1 -0.1 0.1
H -4.211 6.287 1.898 0.0 -0.1 -0.1
H -0.451 7.350 0.070 0.0 -0.1 0.0
H -1.201 -7.409 -1.241 0.0 0.0 0.0
H 0.724 -3.603 2.094 -0.1 0.1 0.1
H 4.688 -4.640 0.816 0.0 0.0 0.1
H 2.433 -0.645 -5.662 0.0 0.1 0.0
H 2.531 -2.109 -4.255 0.1 0.0 -0.1
Au 1.202 -0.670 -0.727 1.2 0.1 0.2
C 2.898 -0.442 2.246 0.2 -0.1 0.0
C -4.879 4.072 -0.593 0.0 0.0 0.0
C -3.307 3.183 0.957 0.1 0.0 -0.1
S -2.332 -0.849 0.672 -0.9 0.7 0.7
H -3.540 -2.774 -2.800 0.0 0.0 0.0
H -1.332 4.973 -3.388 0.0 0.0 0.1
C -3.866 -2.998 0.185 0.0 0.0 0.0
H -5.379 0.924 -3.920 0.1 0.0 0.0
C -1.007 5.045 -2.357 0.0 0.0 0.0
C 1.632 1.209 -6.360 0.0 -0.1 0.0
C -4.142 1.817 3.509 0.0 -0.1 0.0
H -5.584 6.048 -0.149 0.1 -0.1 0.0
H 6.691 -0.915 2.783 -0.1 0.0 0.0
H -7.083 -0.955 -0.526 0.1 -0.1 0.0
H 4.750 -6.413 2.475 0.0 0.0 0.0
H 0.310 -2.221 4.496 -0.1 0.0 0.0
C 2.099 0.744 -4.038 0.2 0.1 -0.2
C -0.938 6.284 -1.731 0.0 0.0 0.0
H 4.864 3.821 1.092 0.0 0.0 0.0
C 1.647 2.022 -3.704 -0.1 -0.1 0.0
C 4.968 -1.516 1.660 0.0 0.0 -0.1
C 2.841 3.164 0.876 0.1 0.0 0.0
C -3.251 -1.407 3.178 -0.1 0.0 0.0
H 0.414 3.481 3.244 0.1 0.0 0.0
C 3.864 -5.797 2.396 0.0 0.0 -0.1
H -0.417 -6.047 0.679 0.0 0.0 -0.1
H -3.922 -1.872 5.152 0.0 0.0 0.0
C 5.186 0.802 -3.492 0.1 0.0 0.1
C -3.065 -1.790 4.494 0.0 0.0 0.0
C -5.006 -0.854 -0.017 0.1 0.0 0.0
C -0.223 4.006 -0.352 -0.2 0.1 0.2
P 2.683 -2.455 0.292 0.3 0.4 0.6
C -1.471 -5.715 -2.529 0.0 -0.1 -0.1
C 6.452 1.332 -3.310 0.0 0.0 -0.1
S 0.286 2.496 0.465 0.0 -0.2 -0.6
H 0.800 -5.395 3.772 0.0 0.0 0.0
S -2.280 1.876 1.546 0.4 0.2 0.3
C -4.061 3.024 -0.197 0.0 0.0 0.1
H 6.555 1.353 0.079 0.0 0.0 -0.1
H -4.969 0.226 0.030 0.0 -0.1 0.0
H 0.865 3.883 -4.428 0.0 -0.1 0.0
H -5.415 -1.543 -3.815 0.0 0.0 0.0
H -2.735 4.434 2.620 -0.1 0.0 -0.1
C 6.947 1.532 -2.025 0.0 0.0 0.0
C 5.626 -0.780 2.632 0.1 0.0 0.0
C -1.788 -2.083 4.968 0.1 0.0 0.0
C -2.405 0.408 -2.381 0.1 -0.2 0.0
C -3.335 4.346 1.719 0.1 0.0 0.0
H 0.693 -2.402 -3.458 -0.1 0.1 0.0
H -0.633 2.926 -2.154 0.0 0.1 0.0
H 4.549 -1.968 -1.160 0.1 0.1 0.0
H -1.785 -6.312 -3.376 0.0 0.0 0.1
C 2.784 -6.019 3.237 0.0 0.0 0.0
C -1.016 -3.561 -1.552 0.2 -0.1 -0.2
C 3.203 -1.908 -3.423 0.1 0.1 0.2
C 2.465 4.090 3.481 0.0 0.0 0.0
C -2.431 -0.988 -2.321 -0.1 -0.1 -0.4
H -0.022 -1.526 2.124 0.1 0.0 0.0
N -2.736 0.690 0.641 0.0 -0.4 -0.3
C -0.683 -1.988 4.131 0.0 0.0 0.1
C -1.391 -4.336 -2.654 0.1 0.0 0.1
C -6.201 -2.911 -0.382 0.0 0.0 0.0
C -0.639 3.897 -1.670 0.0 -0.1 0.0
H -1.547 0.939 -1.975 -0.1 0.1 0.0
C -1.138 -6.331 -1.329 0.0 0.0 0.0
C -0.659 -4.188 -0.358 -0.1 0.1 -0.2
C -2.130 -1.322 2.360 0.1 -0.2 -0.2
C -0.512 6.381 -0.412 0.0 0.0 0.0
H 4.212 -1.821 -3.825 0.0 0.0 -0.1
C 3.595 -1.355 1.455 0.1 -0.2 0.0
H 0.375 -0.639 -3.511 -0.3 -0.1 -0.2
H 4.539 4.631 3.410 0.0 0.0 0.0
C 3.122 -3.063 -2.418 0.2 0.1 0.1
C -2.785 1.693 3.230 0.0 0.0 0.0
C -4.555 1.711 4.825 0.0 0.0 0.0
H 4.273 0.466 -0.240 0.0 0.0 0.0
C -3.466 1.094 -2.955 0.0 0.0 -0.1
H -4.243 -1.187 2.799 0.1 -0.1 0.0
C 6.168 1.211 -0.924 0.0 0.0 0.1
H 7.058 1.586 -4.171 0.0 0.0 0.0
H -4.006 2.103 -0.764 0.0 0.1 0.1
H -1.656 -2.393 5.997 0.0 0.0 0.0
H 1.839 -0.285 2.087 -0.1 0.0 0.0
C 4.396 0.484 -2.384 -0.1 0.0 -0.1
C 4.887 0.700 -1.102 -0.1 0.0 0.0
C -1.836 1.467 4.218 0.0 0.0 -0.1
C 3.899 3.727 1.573 0.0 0.0 0.0
C -2.270 1.357 5.529 0.0 0.0 0.0
H 2.326 4.454 4.491 0.0 0.0 0.0
H -7.123 -3.426 -0.625 0.0 0.0 0.0
C 1.395 3.544 2.791 0.0 -0.1 0.0
C 3.862 -2.808 -1.079 -0.4 -0.2 -0.2
C -0.152 5.240 0.290 -0.1 -0.1 0.0
H 2.070 -3.282 -2.214 0.0 -0.1 0.0
P -0.897 -1.772 -1.733 -2.4 -0.6 0.3
C 1.192 2.481 -6.022 0.0 0.0 0.0
H 0.851 3.156 -6.798 0.0 0.0 0.1
C 1.653 -5.225 3.126 -0.1 0.0 0.0
C 3.823 -4.780 1.450 0.0 -0.1 0.0
H 1.635 0.892 -7.397 0.0 0.0 0.1
H -5.073 -4.730 -0.148 0.0 0.1 0.0
H 0.199 5.318 1.311 0.0 0.0 0.0
H 2.967 2.803 -0.140 0.0 0.0 0.0
H 4.814 0.634 -4.496 0.0 0.0 0.0
H 5.432 0.679 4.197 0.0 0.0 0.0
C 2.695 -3.968 1.339 -0.2 0.0 -0.2
C -0.855 -1.608 2.808 0.1 0.1 0.0
C -3.865 -1.607 0.221 0.0 0.0 0.0
C -5.048 -3.647 -0.120 -0.1 -0.1 0.0
H -1.205 7.180 -2.279 0.0 -0.1 0.0
C -3.513 -1.692 -2.842 0.0 0.1 -0.1
C 3.557 0.281 3.234 -0.1 0.0 -0.1
C 1.201 2.886 -4.693 0.0 0.0 0.0
H -5.488 3.968 -1.485 0.0 0.0 0.1
C 2.085 0.340 -5.374 0.0 0.1 0.0
H 2.823 -6.814 3.972 0.0 0.0 0.0
H 7.941 1.940 -1.887 0.0 0.0 0.0
C -4.551 0.392 -3.466 0.0 0.0 0.0
P 2.762 -0.272 -2.682 0.1 -0.2 -0.1
H 4.455 -3.680 -0.823 0.1 0.0 0.0
C 1.612 -4.208 2.181 0.1 -0.1 0.0
C -4.160 5.377 1.311 0.0 0.1 0.0
H 5.529 -2.217 1.050 0.0 0.0 0.1
H -0.788 1.391 3.957 -0.1 0.0 0.1
C -3.622 1.480 5.830 0.0 0.0 0.0
C -4.931 5.239 0.159 0.0 0.0 0.0
N -0.788 2.200 1.685 -0.3 0.2 0.1
```
Positions in Å, forces in eV/Å.

HOMO-LUMO gap = 6.13 eV
total energy = -5509.797158 a.u.
HOMO level = -13.8392 eV
charge = +3
multiplicity = 1

These are the Mulliken partial charges, in e, on atoms 1 to 6: 0.52 -0.88 0.53 0.47 0.52 0.56